(1)
{"formula": "C29H62ClF4N7O9Si", "method": "ωB97M-V/def2-TZVPD", "homo_lumo_gap_ev": 9.07, "smiles": "C[C@@H](F)C[Si@@H](CC(=O)Cl)C[C@H](O)C(F)(F)F.CN(C)C=O.CN(C)C=O.CN(C)C=O.CN(C)C=O.CN(C)C=O.CN(C)C=O.CN(C)C=O", "e_lumo_ev": 0.37, "symbols": ["C", "C", "F", "C", "Si", "C", "C", "O", "Cl", "C", "C", "O", "C", "F", "F", "F", "H", "H", "H", "H", "H", "H", "H", "H", "H", "H", "H", "H", "H", "C", "N", "C", "C", "O", "H", "H", "H", "H", "H", "H", "H", "C", "N", "C", "C", "O", "H", "H", "H", "H", "H", "H", "H", "C", "N", "C", "C", "O", "H", "H", "H", "H", "H", "H", "H", "C", "N", "C", "C", "O", "H", "H", "H", "H", "H", "H", "H", "C", "N", "C", "C", "O", "H", "H", "H", "H", "H", "H", "H", "C", "N", "C", "C", "O", "H", "H", "H", "H", "H", "H", "H", "C", "N", "C", "C", "O", "H", "H", "H", "H", "H", "H", "H"], "coordinates": [[1.529, -2.484, 2.475], [0.908, -3.466, 1.478], [-0.113, -4.179, 2.126], [0.401, -2.871, 0.169], [-0.618, -1.286, 0.277], [-1.761, -1.191, 1.804], [-2.829, -0.151, 1.653], [-3.996, -0.329, 1.713], [-2.217, 1.537, 1.346], [0.604, 0.190, 0.260], [0.633, 1.054, -1.004], [-0.625, 1.170, -1.648], [1.647, 0.570, -2.032], [1.302, -0.618, -2.559], [1.736, 1.466, -3.044], [2.886, 0.435, -1.521], [1.848, -1.552, 2.018], [0.839, -2.331, 3.306], [2.423, -2.938, 2.909], [1.665, -4.205, 1.236], [1.248, -2.780, -0.512], [-0.255, -3.622, -0.270], [-1.473, -1.188, -0.918], [-2.278, -2.140, 1.904], [-1.165, -0.949, 2.687], [0.399, 0.867, 1.088], [1.626, -0.167, 0.406], [0.962, 2.060, -0.719], [-0.623, 2.008, -2.121], [-4.272, -5.855, -1.954], [-4.064, -4.744, -1.051], [-5.215, -4.022, -0.527], [-2.838, -4.350, -0.684], [-2.621, -3.411, 0.068], [-4.800, -5.519, -2.849], [-4.864, -6.633, -1.465], [-3.313, -6.269, -2.253], [-5.170, -2.970, -0.814], [-5.226, -4.073, 0.563], [-6.127, -4.463, -0.921], [-2.031, -4.944, -1.135], [6.168, -6.169, 0.203], [5.194, -5.132, 0.476], [5.261, -4.405, 1.732], [4.220, -4.816, -0.397], [3.381, -3.954, -0.208], [6.110, -6.953, 0.960], [7.177, -5.752, 0.207], [5.975, -6.610, -0.772], [4.335, -4.536, 2.293], [5.394, -3.339, 1.544], [6.096, -4.777, 2.321], [4.246, -5.421, -1.318], [-4.156, 1.231, -4.363], [-4.639, 0.416, -3.270], [-3.694, -0.052, -2.266], [-5.937, 0.073, -3.153], [-6.393, -0.619, -2.264], [-3.405, 0.686, -4.941], [-3.705, 2.150, -3.981], [-4.981, 1.495, -5.022], [-3.703, -1.143, -2.232], [-3.980, 0.318, -1.280], [-2.693, 0.295, -2.501], [-6.566, 0.481, -3.964], [-1.046, 5.983, 4.900], [-0.673, 4.670, 4.413], [-1.156, 4.239, 3.110], [0.106, 3.837, 5.125], [0.458, 2.729, 4.766], [-2.131, 6.063, 4.982], [-0.691, 6.756, 4.215], [-0.606, 6.152, 5.881], [-1.753, 3.338, 3.212], [-0.304, 4.020, 2.462], [-1.759, 5.029, 2.668], [0.414, 4.265, 6.097], [-0.691, -2.804, -6.594], [-1.016, -3.000, -5.196], [-0.820, -1.896, -4.264], [-1.493, -4.169, -4.737], [-1.786, -4.395, -3.577], [0.365, -2.550, -6.705], [-1.292, -1.995, -7.013], [-0.892, -3.716, -7.153], [-0.126, -2.189, -3.481], [-1.769, -1.635, -3.794], [-0.427, -1.035, -4.798], [-1.602, -4.931, -5.528], [1.939, 6.588, 0.493], [0.542, 6.986, 0.446], [-0.361, 6.178, -0.348], [0.053, 8.036, 1.126], [-1.116, 8.378, 1.129], [2.380, 6.627, -0.506], [1.975, 5.563, 0.871], [2.496, 7.251, 1.153], [-0.854, 6.769, -1.121], [-1.133, 5.769, 0.305], [0.196, 5.367, -0.812], [0.825, 8.571, 1.705], [5.175, 2.055, 3.266], [4.084, 2.999, 3.138], [3.790, 3.902, 4.239], [3.322, 3.066, 2.036], [2.394, 3.843, 1.890], [5.001, 1.388, 4.112], [6.118, 2.584, 3.422], [5.255, 1.457, 2.360], [2.770, 3.739, 4.590], [3.876, 4.938, 3.909], [4.489, 3.720, 5.051], [3.607, 2.336, 1.261]], "mulliken_charge": [-1.241, 0.510, -0.441, 0.091, -0.507, -0.683, 0.310, -0.510, -0.142, -0.580, -0.241, -0.206, 0.471, -0.157, -0.320, -0.266, 0.131, 0.376, 0.303, 0.279, 0.593, -0.308, -0.391, 0.454, 0.604, 0.672, 0.577, 0.198, 0.283, -0.995, 0.222, -0.840, -0.006, -0.487, 0.340, 0.366, 0.308, 0.218, 0.255, 0.384, 0.323, -0.935, 0.145, -0.847, 0.059, -0.585, 0.342, 0.340, 0.287, 0.207, 0.292, 0.390, 0.310, -0.830, 0.345, -0.771, 0.046, -0.537, 0.236, 0.283, 0.335, 0.007, 0.525, 0.100, 0.239, -0.893, 0.285, -0.790, -0.106, -0.570, 0.320, 0.286, 0.305, 0.375, 0.114, 0.358, 0.327, -0.932, 0.333, -0.859, -0.111, -0.466, 0.319, 0.310, 0.304, 0.242, 0.224, 0.410, 0.251, -0.471, 0.200, -0.939, 0.087, -0.614, 0.310, 0.058, 0.287, 0.358, 0.169, 0.380, 0.314, -1.006, 0.158, -0.694, 0.254, -0.726, 0.357, 0.363, 0.301, 0.040, 0.279, 0.393, 0.176]}

***

(2)
{"formula": "C25H28N6O2S", "method": "ωB97M-V/def2-TZVPD", "homo_lumo_gap_ev": 7.89, "smiles": "COc1ccc([C@@H](c2nnnn2Cc2cccs2)N2CCN(c3ccccc3)CC2)cc1OC", "de_lowest_kj_mol": 255.9, "e_lumo_ev": 0.39, "symbols": ["C", "O", "C", "C", "C", "C", "C", "C", "N", "N", "N", "N", "C", "C", "C", "C", "C", "S", "N", "C", "C", "N", "C", "C", "C", "C", "C", "C", "C", "C", "C", "C", "O", "C", "H", "H", "H", "H", "H", "H", "H", "H", "H", "H", "H", "H", "H", "H", "H", "H", "H", "H", "H", "H", "H", "H", "H", "H", "H", "H", "H", "H"], "coordinates": [[5.313, -0.346, -1.852], [4.084, -0.829, -2.333], [2.939, -0.305, -1.822], [2.871, 0.696, -0.869], [1.644, 1.163, -0.416], [0.467, 0.635, -0.912], [-0.879, 1.112, -0.386], [-1.810, 1.258, -1.537], [-2.857, 0.549, -1.889], [-3.305, 1.070, -3.025], [-2.597, 2.049, -3.395], [-1.629, 2.213, -2.489], [-0.634, 3.245, -2.588], [-0.788, 4.244, -1.486], [-1.927, 4.871, -1.082], [-1.714, 5.746, 0.007], [-0.420, 5.772, 0.411], [0.572, 4.723, -0.523], [-1.440, 0.297, 0.680], [-0.680, 0.393, 1.913], [-1.487, -0.282, 3.028], [-1.766, -1.666, 2.730], [-0.869, -2.666, 3.082], [0.375, -2.403, 3.666], [1.205, -3.431, 4.070], [0.833, -4.752, 3.902], [-0.399, -5.030, 3.332], [-1.237, -4.010, 2.935], [-2.485, -1.749, 1.476], [-1.682, -1.095, 0.346], [0.524, -0.372, -1.876], [1.738, -0.849, -2.336], [1.888, -1.821, -3.273], [0.733, -2.421, -3.806], [6.078, -0.909, -2.385], [5.439, 0.722, -2.063], [5.422, -0.519, -0.776], [3.771, 1.129, -0.464], [1.619, 1.949, 0.323], [-0.743, 2.113, 0.047], [0.363, 2.792, -2.552], [-0.782, 3.716, -3.566], [-2.884, 4.712, -1.545], [-2.493, 6.330, 0.462], [0.023, 6.345, 1.201], [-0.532, 1.449, 2.158], [0.308, -0.089, 1.822], [-0.976, -0.196, 3.987], [-2.452, 0.231, 3.107], [0.715, -1.388, 3.804], [2.162, -3.191, 4.513], [1.488, -5.552, 4.214], [-0.715, -6.055, 3.205], [-2.203, -4.261, 2.524], [-2.691, -2.784, 1.215], [-3.435, -1.217, 1.589], [-2.264, -1.129, -0.574], [-0.737, -1.653, 0.213], [-0.397, -0.777, -2.263], [1.092, -3.167, -4.513], [0.106, -1.696, -4.335], [0.139, -2.915, -3.030]], "nbo_charge": [-0.252, -0.491, 0.334, -0.304, -0.229, -0.063, -0.117, 0.363, -0.322, -0.063, -0.066, -0.192, -0.259, -0.226, -0.243, -0.247, -0.409, 0.440, -0.433, -0.238, -0.218, -0.456, 0.267, -0.314, -0.174, -0.263, -0.186, -0.286, -0.200, -0.267, -0.268, 0.244, -0.479, -0.253, 0.203, 0.174, 0.176, 0.221, 0.217, 0.239, 0.238, 0.252, 0.235, 0.230, 0.239, 0.201, 0.177, 0.210, 0.205, 0.207, 0.208, 0.210, 0.210, 0.209, 0.209, 0.202, 0.244, 0.170, 0.226, 0.203, 0.179, 0.179]}

***

(3)
{"formula": "C4H5N2S2", "method": "ωB97M-V/def2-TZVPD", "homo_lumo_gap_ev": 6.27, "de_lowest_kj_mol": 354.3, "total_charge": -1, "e_lumo_ev": 3.49, "symbols": ["C", "C", "C", "C", "N", "N", "S", "S", "H", "H", "H", "H", "H"], "coordinates": [[-0.354, -0.011, 0.400], [-2.520, 1.123, 0.028], [1.953, -0.488, -0.482], [1.136, 0.193, 0.598], [-2.991, 0.017, -0.289], [-2.505, -1.211, -0.365], [-2.783, 2.689, 0.265], [-0.945, -1.454, -0.046], [2.282, -1.528, -0.143], [2.936, 0.106, -0.537], [1.203, -0.485, -1.392], [1.175, 1.305, 0.424], [1.413, -0.257, 1.537]], "nbo_charge": [-0.502, 0.131, -0.627, -0.507, -0.291, -0.671, -0.256, 0.689, 0.193, 0.192, 0.225, 0.213, 0.211]}

***

(4)
{"formula": "C3H7BrN", "method": "ωB97M-V/def2-TZVPD", "homo_lumo_gap_ev": 5.88, "total_charge": -1, "e_lumo_ev": 4.07, "symbols": ["C", "C", "C", "N", "Br", "H", "H", "H", "H", "H", "H", "H"], "coordinates": [[1.403, -0.316, -0.283], [0.203, 0.635, -0.158], [-0.962, 0.082, 0.713], [-2.273, 0.060, 0.146], [-2.234, -1.093, -1.374], [2.151, -0.079, 0.473], [1.081, -1.340, -0.115], [1.879, -0.251, -1.259], [-0.147, 0.912, -1.147], [0.572, 1.553, 0.303], [-1.049, 0.738, 1.583], [-0.624, -0.901, 1.118]], "nbo_charge": [-0.611, -0.431, -0.246, -0.803, -0.128, 0.177, 0.203, 0.189, 0.208, 0.169, 0.173, 0.100]}

***

(5)
{"formula": "C4H7NO", "method": "ωB97M-V/def2-TZVPD", "homo_lumo_gap_ev": 10.91, "smiles": "C[C@@]1(C=O)CN1", "de_lowest_kj_mol": 179.8, "e_lumo_ev": 0.92, "symbols": ["C", "C", "C", "O", "C", "N", "H", "H", "H", "H", "H", "H", "H"], "coordinates": [[-0.960, 1.151, 0.400], [-0.069, 0.039, -0.104], [1.097, 0.392, -0.968], [1.610, -0.378, -1.750], [0.267, -1.148, 0.744], [-0.711, -1.248, -0.319], [-1.777, 1.334, -0.306], [-1.406, 0.873, 1.359], [-0.403, 2.085, 0.537], [1.522, 1.401, -0.787], [1.241, -1.607, 0.585], [-0.109, -1.173, 1.763], [-0.297, -1.706, -1.131]], "nbo_charge": [-0.606, -0.063, 0.434, -0.539, -0.215, -0.564, 0.225, 0.222, 0.212, 0.117, 0.206, 0.199, 0.373]}

***

(6)
{"formula": "C5H8S", "method": "ωB97M-V/def2-TZVPD", "homo_lumo_gap_ev": [7.85, 7.66], "de_lowest_kj_mol": 306.6, "e_lumo_ev": [0.24, 0.19], "symbols": ["C", "C", "C", "C", "C", "S", "H", "H", "H", "H", "H", "H", "H", "H"], "coordinates": [[-0.712, -0.635, -0.882], [-0.615, 0.334, 0.334], [0.549, -0.499, -1.706], [0.292, 1.489, -0.031], [0.259, -0.268, 1.473], [1.279, 0.956, -1.332], [-0.869, -1.649, -0.438], [-1.665, -0.201, -1.301], [-1.501, 0.710, 0.698], [0.635, -0.822, -2.818], [0.866, 1.938, 0.673], [-0.026, -1.169, 2.036], [0.264, 0.420, 2.234], [1.244, -0.603, 1.060]], "nbo_charge": [-0.461, -0.252, -0.524, -0.458, -0.621, 0.599, 0.226, 0.218, 0.215, 0.239, 0.197, 0.206, 0.202, 0.213]}

***

no.,maximum force (hartree/bohr)
1,0.015
2,0.028
3,0.052
4,0.015
5,0.010
6,0.092